This record from OMol25 describes a molecular structure, C25H63F6N4O16S2V in a non-equilibrium geometry. The level of theory is ωB97M-V/def2-TZVPD.

Highest occupied orbital energy (alpha / beta)   -0.328 / -0.336 hartree
HOMO-LUMO gap (alpha / beta)   8.058 / 9.410 eV

Geometry as ORCA input:
```
! RIJCOSX wB97M-V def2-TZVPD def2/J DEFGRID3
* xyz 0 3
V 0.310 0.188 0.182
C -0.694 5.691 -2.819
F -1.630 6.574 -3.056
F 0.090 5.624 -3.913
F 0.041 6.043 -1.742
S -1.514 3.965 -2.499
O -1.277 3.666 -1.077
O -2.937 3.981 -2.806
N -0.476 2.867 -3.308
S -1.147 2.773 -4.702
O -2.011 1.599 -4.739
O -1.760 3.987 -5.314
C 0.265 2.455 -5.857
F -0.119 2.281 -7.115
F 1.129 3.472 -5.807
F 0.895 1.380 -5.472
O 0.399 -0.577 2.185
C 1.746 -0.880 2.521
C 2.753 -0.994 1.278
O 2.367 -0.359 0.058
H 1.780 -1.850 3.017
H 2.154 -0.150 3.219
H 2.919 -2.034 0.998
H 3.674 -0.649 1.747
C 1.236 -6.049 1.096
C 0.143 -5.359 0.275
C -1.173 -6.202 0.117
O -1.819 -6.724 1.283
C -3.004 -7.469 0.935
N -0.109 -3.992 0.775
H 2.096 -5.387 1.198
H 1.527 -6.922 0.513
H 0.686 -6.493 1.926
H 0.423 -5.119 -0.751
H -0.877 -7.058 -0.489
H -1.882 -5.781 -0.596
H -2.882 -8.375 0.341
H -3.733 -6.758 0.547
H -3.471 -7.815 1.858
H -0.880 -4.114 1.416
H 0.803 -3.742 1.130
C 2.103 3.186 2.304
C 0.638 2.916 1.863
C -0.106 4.244 1.856
O -1.486 3.894 1.721
C -2.273 5.066 2.060
N 0.566 2.278 0.509
H 2.608 2.233 2.462
H 2.086 3.615 3.306
H 2.654 3.960 1.769
H 0.022 2.249 2.467
H 0.382 4.724 1.008
H 0.102 4.848 2.739
H -3.352 4.917 2.039
H -1.870 5.969 1.599
H -2.002 5.241 3.101
H 1.389 2.618 0.034
H -0.136 2.918 0.166
C -3.454 -1.324 0.774
C -3.218 0.027 0.093
C -4.263 0.924 0.527
O -3.942 2.082 -0.124
C -4.915 3.178 -0.106
N -1.890 0.480 0.534
H -2.545 -1.920 0.692
H -4.329 -1.800 0.331
H -3.548 -1.333 1.859
H -3.253 -0.153 -0.982
H -4.185 1.121 1.596
H -5.206 0.447 0.258
H -4.404 4.026 -0.561
H -5.168 3.406 0.930
H -5.761 3.019 -0.775
H -2.002 1.441 0.245
H -1.988 0.556 1.536
C -1.201 -3.239 5.737
C -1.233 -3.008 4.213
C -2.427 -3.778 3.534
O -1.526 -1.675 3.890
H -0.345 -2.714 6.161
H -1.099 -4.299 5.970
H -2.044 -2.905 6.342
H -0.245 -3.314 3.871
H -3.446 -3.563 3.857
H -2.210 -4.827 3.737
H -2.523 -3.782 2.448
H -0.821 -1.258 3.389
C 5.370 -1.145 -2.147
C 6.043 -0.692 -0.856
O 5.880 -1.691 0.171
O 4.018 -0.757 -2.308
H 5.356 -2.229 -2.256
H 5.991 -0.790 -2.970
H 5.826 0.322 -0.519
H 7.106 -0.773 -1.082
H 4.962 -1.897 0.359
H 3.528 -0.780 -1.483
C 4.477 2.921 -2.358
C 3.050 3.725 -2.422
O 2.021 2.851 -1.952
O 5.693 3.671 -2.632
H 4.458 2.100 -3.076
H 4.529 2.467 -1.368
H 2.910 3.944 -3.481
H 3.109 4.672 -1.885
H 1.172 3.061 -2.348
H 5.823 4.032 -1.752
C -0.449 -0.393 -2.705
C -0.112 -1.748 -2.009
O -0.302 -1.721 -0.577
O -0.322 0.725 -1.836
H -1.523 -0.321 -2.874
H -0.031 -0.273 -3.705
H 0.817 -2.122 -2.439
H -0.932 -2.387 -2.335
H -0.241 -2.625 -0.260
H -0.403 1.474 -2.432
*
```

These are the Löwdin partial charges, in e, on atoms 1 to 99:
1 V 1.14
2 C -0.61
3 F 0.18
4 F 0.12
5 F 0.13
6 S 0.75
7 O -0.33
8 O -0.26
9 N -0.31
10 S 0.60
11 O -0.28
12 O -0.30
13 C -0.70
14 F 0.16
15 F 0.14
16 F 0.16
17 O -0.36
18 C -0.28
19 C -0.29
20 O -0.33
21 H 0.09
22 H 0.09
23 H 0.09
24 H 0.10
25 C -0.03
26 C -0.38
27 C -0.19
28 O -0.19
29 C -0.09
30 N 0.07
31 H 0.08
32 H 0.08
33 H 0.09
34 H 0.13
35 H 0.12
36 H 0.12
37 H 0.09
38 H 0.09
39 H 0.08
40 H 0.06
41 H 0.08
42 C -0.02
43 C -0.35
44 C -0.21
45 O -0.19
46 C -0.06
47 N 0.02
48 H 0.07
49 H 0.08
50 H 0.09
51 H 0.14
52 H 0.13
53 H 0.13
54 H 0.08
55 H 0.09
56 H 0.08
57 H 0.08
58 H 0.03
59 C -0.04
60 C -0.39
61 C -0.26
62 O -0.19
63 C -0.03
64 N 0.05
65 H 0.06
66 H 0.09
67 H 0.08
68 H 0.16
69 H 0.15
70 H 0.15
71 H 0.07
72 H 0.08
73 H 0.09
74 H 0.07
75 H 0.11
76 C -0.06
77 C -0.46
78 C -0.05
79 O -0.07
80 H 0.07
81 H 0.07
82 H 0.08
83 H 0.12
84 H 0.08
85 H 0.07
86 H 0.04
87 H 0.02
88 C -0.24
89 C -0.21
90 O -0.08
91 O -0.08
92 H 0.12
93 H 0.11
94 H 0.11
95 H 0.11
96 H 0.04
97 H 0.02
98 C -0.19
99 C -0.18

=====

This record from OMol25 describes 3 unconnected molecules or ions with the total composition C13H28BF3N2O8S2 in a non-equilibrium geometry. The level of theory is ωB97M-V/def2-TZVPD.

SMILES   NB(O)[C@@H]1NC(=O)C[C@@H]1CCC(F)(F)F.CCOS(C)(=O)=O.CCOS(C)(=O)=O
Highest occupied orbital energy   -0.372 hartree
HOMO-LUMO gap   10.192 eV

Geometry as ORCA input:
```
! RIJCOSX wB97M-V def2-TZVPD def2/J DEFGRID3
* xyz 0 1
N -5.339 1.576 1.337
B -4.191 0.675 0.832
O -4.183 0.378 -0.629
C -3.025 0.102 1.839
N -2.318 -1.199 1.534
C -1.161 -1.224 2.552
O 0.057 -1.798 2.386
C -1.749 -0.441 3.907
C -3.300 -0.013 3.450
C -4.241 -1.254 4.026
C -5.817 -1.152 3.602
C -6.308 -2.190 2.437
F -5.325 -3.225 2.048
F -6.760 -1.519 1.169
F -7.502 -2.930 2.994
H -5.295 2.460 0.769
H -5.176 1.843 2.339
H -4.995 -0.150 -0.894
H -2.123 0.882 1.802
H -2.818 -2.095 1.778
H -1.611 -0.975 4.944
H -1.226 0.630 3.905
H -3.644 0.929 4.054
H -4.208 -1.134 5.214
H -3.719 -2.275 3.796
H -6.445 -1.405 4.586
H -6.169 -0.058 3.297
O 4.506 -1.119 -2.243
S 4.703 -2.362 -1.527
O 4.307 -3.639 -2.081
O 4.070 -2.219 -0.032
C 2.707 -1.838 0.096
C 1.775 -2.992 -0.222
C 6.407 -2.471 -1.041
H 2.487 -0.966 -0.529
H 2.555 -1.534 1.138
H 1.837 -3.269 -1.279
H 0.737 -2.725 -0.005
H 2.045 -3.879 0.360
H 6.706 -1.527 -0.583
H 7.001 -2.658 -1.938
H 6.522 -3.299 -0.340
O 5.036 4.452 -4.778
S 3.876 4.520 -3.914
O 3.990 4.502 -2.472
O 2.809 3.375 -4.370
C 3.244 2.024 -4.433
C 3.357 1.413 -3.049
C 2.906 5.931 -4.379
H 4.190 1.946 -4.979
H 2.493 1.471 -5.007
H 4.158 1.886 -2.473
H 3.576 0.343 -3.114
H 2.429 1.554 -2.486
H 2.777 5.932 -5.463
H 3.444 6.828 -4.064
H 1.941 5.880 -3.871
*
```

Which charges does Löwdin predict for the atoms? In e, they are:
1 N 0.11
2 B -0.39
3 O 0.02
4 C -0.19
5 N 0.03
6 C -0.22
7 O -0.04
8 C -0.07
9 C -0.25
10 C -0.15
11 C -0.07
12 C -0.21
13 F 0.01
14 F -0.01
15 F -0.02
16 H 0.09
17 H 0.06
18 H 0.11
19 H 0.17
20 H 0.12
21 H 0.13
22 H 0.13
23 H 0.14
24 H 0.13
25 H 0.12
26 H 0.14
27 H 0.13
28 O -0.30
29 S 0.64
30 O -0.28
31 O -0.26
32 C -0.27
33 C -0.08
34 C -0.12
35 H 0.12
36 H 0.12
37 H 0.07
38 H 0.07
39 H 0.09
40 H 0.08
41 H 0.08
42 H 0.08
43 O -0.29
44 S 0.62
45 O -0.29
46 O -0.27
47 C -0.27
48 C -0.08
49 C -0.13
50 H 0.12
51 H 0.12
52 H 0.08
53 H 0.04
54 H 0.09
55 H 0.07
56 H 0.08
57 H 0.07

=====

This record from OMol25 describes 2 unconnected molecules or ions with the total composition CHClO3 in a non-equilibrium geometry. The level of theory is ωB97M-V/def2-TZVPD.

Highest occupied orbital energy (alpha / beta)   -0.313 / -0.390 hartree
ΔE to the lowest compared entry with this formula, charge and spin   472.52 kJ/mol
HOMO-LUMO gap (alpha / beta)   7.934 / 10.195 eV

Geometry as ORCA input:
```
! RIJCOSX wB97M-V def2-TZVPD def2/J DEFGRID3
* xyz 0 1
C 0.934 0.784 -0.384
O 1.097 1.933 -0.455
O -1.120 -1.172 0.286
O -1.284 -0.335 -0.698
Cl 1.723 -0.532 0.163
H -1.350 -0.678 1.089
*
```

Which charges does Löwdin predict for the atoms? In e, they are:
1 C -0.74
2 O 0.08
3 O -0.12
4 O -0.13
5 Cl 0.80
6 H 0.11

=====

Repeat the second record exactly.
This record from OMol25 describes 3 unconnected molecules or ions with the total composition C13H28BF3N2O8S2 in a non-equilibrium geometry. The level of theory is ωB97M-V/def2-TZVPD.

SMILES   NB(O)[C@@H]1NC(=O)C[C@@H]1CCC(F)(F)F.CCOS(C)(=O)=O.CCOS(C)(=O)=O
Highest occupied orbital energy   -0.372 hartree
HOMO-LUMO gap   10.192 eV

Geometry as ORCA input:
```
! RIJCOSX wB97M-V def2-TZVPD def2/J DEFGRID3
* xyz 0 1
N -5.339 1.576 1.337
B -4.191 0.675 0.832
O -4.183 0.378 -0.629
C -3.025 0.102 1.839
N -2.318 -1.199 1.534
C -1.161 -1.224 2.552
O 0.057 -1.798 2.386
C -1.749 -0.441 3.907
C -3.300 -0.013 3.450
C -4.241 -1.254 4.026
C -5.817 -1.152 3.602
C -6.308 -2.190 2.437
F -5.325 -3.225 2.048
F -6.760 -1.519 1.169
F -7.502 -2.930 2.994
H -5.295 2.460 0.769
H -5.176 1.843 2.339
H -4.995 -0.150 -0.894
H -2.123 0.882 1.802
H -2.818 -2.095 1.778
H -1.611 -0.975 4.944
H -1.226 0.630 3.905
H -3.644 0.929 4.054
H -4.208 -1.134 5.214
H -3.719 -2.275 3.796
H -6.445 -1.405 4.586
H -6.169 -0.058 3.297
O 4.506 -1.119 -2.243
S 4.703 -2.362 -1.527
O 4.307 -3.639 -2.081
O 4.070 -2.219 -0.032
C 2.707 -1.838 0.096
C 1.775 -2.992 -0.222
C 6.407 -2.471 -1.041
H 2.487 -0.966 -0.529
H 2.555 -1.534 1.138
H 1.837 -3.269 -1.279
H 0.737 -2.725 -0.005
H 2.045 -3.879 0.360
H 6.706 -1.527 -0.583
H 7.001 -2.658 -1.938
H 6.522 -3.299 -0.340
O 5.036 4.452 -4.778
S 3.876 4.520 -3.914
O 3.990 4.502 -2.472
O 2.809 3.375 -4.370
C 3.244 2.024 -4.433
C 3.357 1.413 -3.049
C 2.906 5.931 -4.379
H 4.190 1.946 -4.979
H 2.493 1.471 -5.007
H 4.158 1.886 -2.473
H 3.576 0.343 -3.114
H 2.429 1.554 -2.486
H 2.777 5.932 -5.463
H 3.444 6.828 -4.064
H 1.941 5.880 -3.871
*
```

Which charges does Löwdin predict for the atoms? In e, they are:
1 N 0.11
2 B -0.39
3 O 0.02
4 C -0.19
5 N 0.03
6 C -0.22
7 O -0.04
8 C -0.07
9 C -0.25
10 C -0.15
11 C -0.07
12 C -0.21
13 F 0.01
14 F -0.01
15 F -0.02
16 H 0.09
17 H 0.06
18 H 0.11
19 H 0.17
20 H 0.12
21 H 0.13
22 H 0.13
23 H 0.14
24 H 0.13
25 H 0.12
26 H 0.14
27 H 0.13
28 O -0.30
29 S 0.64
30 O -0.28
31 O -0.26
32 C -0.27
33 C -0.08
34 C -0.12
35 H 0.12
36 H 0.12
37 H 0.07
38 H 0.07
39 H 0.09
40 H 0.08
41 H 0.08
42 H 0.08
43 O -0.29
44 S 0.62
45 O -0.29
46 O -0.27
47 C -0.27
48 C -0.08
49 C -0.13
50 H 0.12
51 H 0.12
52 H 0.08
53 H 0.04
54 H 0.09
55 H 0.07
56 H 0.08
57 H 0.07